Molecular formula: C55H88N3O9P2SSeSr
Method: DFT, wB97M-V/def2-TZVPD

Values from the calculation:
Largest force on an atom = 1.811 eV Å⁻¹
Lowest unoccupied orbital energy = 0.07533 Eh
HOMO-LUMO gap = 6.063 eV
HOMO level = -4.013 eV
Energy relative to the best compared isomer or geometry (same formula, charge and spin) = 0.0 kJ/mol

The geometry in ORCA input format:
```
! RIJCOSX wB97M-V def2-TZVPD def2/J DEFGRID3
* xyz -1 1
Sr -0.080 -0.298 -0.572
C -3.780 6.408 1.537
C -2.875 6.591 0.310
C -3.646 7.405 -0.730
C -1.637 7.400 0.724
C -2.447 5.224 -0.222
C -1.706 4.368 0.583
C -1.305 3.123 0.135
Se -0.164 2.049 1.251
C 1.534 2.741 0.651
C 1.917 3.981 1.118
C 3.135 4.547 0.757
C 3.949 3.769 -0.059
C 3.602 2.520 -0.567
C 2.325 1.964 -0.249
O 1.889 0.851 -0.726
C 4.658 1.824 -1.447
C 5.091 2.764 -2.585
C 5.880 1.499 -0.572
C 4.215 0.515 -2.110
C 3.503 5.954 1.228
C 3.529 6.013 2.761
C 2.457 6.954 0.712
C 4.874 6.396 0.715
C -1.642 2.629 -1.156
O -1.311 1.441 -1.531
C -2.385 3.518 -1.992
C -2.756 4.765 -1.504
C -2.759 3.065 -3.406
C -1.482 2.750 -4.201
C -3.535 4.134 -4.179
C -3.644 1.810 -3.340
H -4.076 7.377 1.950
H -4.683 5.857 1.265
H -3.270 5.845 2.319
H -3.925 8.373 -0.305
H -3.043 7.589 -1.621
H -4.562 6.897 -1.037
H -1.926 8.389 1.091
H -1.082 6.896 1.516
H -0.962 7.526 -0.124
H -1.418 4.668 1.585
H 1.236 4.516 1.773
H 4.920 4.161 -0.333
H 5.518 3.698 -2.217
H 5.844 2.274 -3.208
H 4.234 3.011 -3.214
H 6.311 2.401 -0.131
H 5.587 0.833 0.242
H 6.654 1.004 -1.165
H 3.345 0.656 -2.748
H 5.046 0.145 -2.722
H 3.955 -0.244 -1.378
H 2.553 5.764 3.180
H 4.259 5.304 3.157
H 3.798 7.016 3.106
H 1.457 6.692 1.057
H 2.685 7.967 1.058
H 2.438 6.955 -0.379
H 5.669 5.746 1.086
H 4.911 6.393 -0.375
H 5.083 7.413 1.057
H -3.319 5.415 -2.156
H -0.863 3.645 -4.290
H -0.903 1.974 -3.706
H -1.742 2.410 -5.208
H -2.954 5.053 -4.294
H -3.763 3.756 -5.178
H -4.481 4.383 -3.692
H -3.135 1.009 -2.807
H -4.584 2.035 -2.829
H -3.882 1.467 -4.352
C 2.595 2.411 4.302
C 2.945 1.513 5.468
C 1.912 1.565 6.577
O 3.144 0.114 5.104
P 2.589 -0.652 3.828
O 2.790 -0.031 2.523
C 0.848 -0.938 4.208
P -0.095 -2.056 3.166
O -0.198 -1.758 1.731
O -1.460 -1.985 3.971
C -2.665 -2.569 3.408
C -3.714 -1.480 3.369
C -3.055 -3.762 4.256
O 0.473 -3.518 3.432
C 0.964 -4.324 2.312
C 2.217 -5.025 2.779
C -0.131 -5.280 1.892
O 3.306 -2.057 3.963
C 3.842 -2.742 5.113
C 5.150 -2.117 5.560
C 2.814 -2.862 6.221
H 2.581 3.441 4.659
H 1.609 2.188 3.893
H 3.312 2.333 3.488
H 3.919 1.805 5.869
H 0.927 1.284 6.200
H 1.843 2.580 6.969
H 2.182 0.894 7.393
H 0.339 0.028 4.128
H 0.754 -1.285 5.239
H -2.444 -2.879 2.384
H -3.952 -1.147 4.381
H -4.625 -1.862 2.903
H -3.351 -0.639 2.780
H -3.278 -3.442 5.275
H -2.247 -4.492 4.288
H -3.943 -4.241 3.840
H 1.195 -3.645 1.491
H 2.005 -5.659 3.644
H 2.980 -4.293 3.038
H 2.605 -5.646 1.971
H -0.399 -5.945 2.717
H 0.212 -5.884 1.051
H -1.019 -4.735 1.571
H 4.051 -3.740 4.722
H 4.986 -1.138 6.005
H 5.824 -2.008 4.711
H 5.624 -2.767 6.297
H 2.588 -1.883 6.648
H 3.209 -3.497 7.015
H 1.897 -3.314 5.841
S -0.466 -4.767 -3.235
C -1.742 -3.829 -3.881
C -1.719 -2.552 -3.397
C -0.671 -2.245 -2.460
C 0.093 -3.374 -2.304
C 1.329 -3.486 -1.524
C 2.166 -4.611 -1.581
C 3.351 -4.616 -0.874
C 3.699 -3.503 -0.120
C 2.813 -2.438 -0.097
N 1.659 -2.433 -0.759
H -2.433 -4.265 -4.587
H -2.455 -1.821 -3.717
H 1.893 -5.456 -2.200
H 4.008 -5.476 -0.924
H 4.626 -3.453 0.435
H 3.020 -1.547 0.482
C -2.863 -3.424 -0.185
N -3.865 -2.414 -0.480
C -4.798 -2.746 -1.538
C -3.691 -1.146 0.000
O -2.653 -0.787 0.547
N -4.765 -0.282 -0.143
C -4.491 1.109 0.177
C -6.101 -0.713 0.222
H -3.316 -4.249 0.377
H -2.434 -3.816 -1.108
H -2.059 -2.970 0.389
H -4.260 -3.285 -2.320
H -5.214 -1.840 -1.971
H -5.616 -3.380 -1.180
H -3.520 1.391 -0.214
H -4.500 1.286 1.259
H -5.255 1.732 -0.291
H -6.154 -1.794 0.312
H -6.837 -0.388 -0.518
H -6.381 -0.280 1.190
*
```